Entry 1:
Formula: C18H17NO5S
Source: the OMol25 dataset
Level of theory: ωB97M-V/def2-TZVPD

XYZ file:
```
42
Properties=species:S:1:pos:R:3:forces:R:3:nbo_charge:R:1
C -1.0292 2.8314 -2.7172 -0.5 -1.0 -1.0 -0.8889
S 0.4457 3.6755 -2.2764 3.4 2.1 -3.0 2.0666
O 1.6476 2.8112 -2.6040 -3.3 1.3 2.0 -0.9127
O 0.5372 4.9915 -2.9637 -0.8 -1.9 1.3 -0.9390
C 0.2069 4.1180 -0.4858 -1.2 1.3 1.0 -0.6620
C 0.9315 3.1384 0.4195 2.2 2.6 -0.8 -0.1017
O 0.3367 1.9277 0.2913 -1.8 -2.9 0.5 -0.5189
C 0.5587 1.0299 1.2847 2.0 -2.4 -0.6 0.9157
O 1.1792 1.2161 2.2916 -0.4 1.4 0.8 -0.6037
N 0.3081 -0.3029 0.9257 -0.8 2.2 -0.1 -0.5272
C -0.0827 -0.7157 -0.3289 -2.2 -0.8 -2.6 0.2487
C 0.7908 -0.5230 -1.4072 0.2 0.5 2.0 -0.2278
C 0.5044 -0.8919 -2.6777 -1.1 0.0 -0.6 -0.2076
C -0.7906 -1.3785 -2.9607 -0.5 -1.1 -1.1 -0.2203
C -1.7028 -1.6237 -1.9168 0.7 0.2 1.4 -0.1837
C -1.3441 -1.3654 -0.5473 0.2 0.9 -1.5 -0.0969
C -2.3675 -1.6758 0.5235 1.0 -0.1 3.1 0.0573
O -2.3446 -3.0154 1.0547 -0.4 1.1 0.4 -0.4907
C -1.8394 -1.9869 1.9871 -0.1 -0.8 -4.5 0.0298
C -0.4219 -2.2062 2.2310 0.8 -2.2 0.8 -0.0503
C -0.1060 -3.4416 2.9609 0.5 1.6 -1.2 -0.1946
C 1.2416 -3.7987 3.2391 -1.5 1.8 -0.2 -0.1964
C 2.2735 -2.9338 2.7845 -2.3 -0.4 -0.2 -0.2361
C 1.8529 -1.8178 2.0532 2.6 0.8 -0.9 -0.1171
C 0.5595 -1.3898 1.7358 1.4 -2.2 3.0 0.1213
H -1.1921 2.2860 -1.8240 -0.5 -1.1 0.9 0.2459
H -0.9267 2.0915 -3.5655 0.3 1.1 0.9 0.2781
H -1.9093 3.4654 -2.8650 0.6 0.3 -0.1 0.2596
H -0.8886 4.3729 -0.1510 1.6 -1.2 -1.2 0.2555
H 0.6265 5.1456 -0.3832 0.3 -0.9 -0.4 0.2744
H 1.9586 3.1089 -0.0208 -0.4 -0.3 0.4 0.2029
H 1.0775 3.4789 1.4469 -0.5 0.0 0.0 0.2257
H 1.7256 -0.0123 -1.1628 -0.1 -0.3 -0.2 0.2265
H 1.3186 -0.6913 -3.3570 -0.4 -0.3 -0.8 0.2344
H -1.1022 -1.7085 -4.0124 0.6 0.7 1.6 0.2260
H -2.7145 -2.0484 -2.0360 0.7 0.2 -0.5 0.2221
H -3.3863 -1.2121 0.5190 1.0 -0.5 -0.5 0.2104
H -2.3149 -1.8680 2.9002 -2.0 0.4 1.1 0.2045
H -1.0157 -4.0478 3.1325 1.0 0.1 0.4 0.2249
H 1.4451 -4.5858 3.9341 0.2 -0.7 -0.1 0.2165
H 3.3033 -3.2360 2.9530 -0.1 0.5 -0.1 0.2262
H 2.6500 -1.2116 1.5951 -0.2 -0.1 0.4 0.2028
```
Forces are in eV/Å.

Calculated values
structure (SMILES): CS(=O)(=O)CCOC(=O)N1c2ccccc2[C@H]2O[C@H]2c2ccccc21
relative energy (zero: lowest compared OMol25 entry of this formula, charge and spin): 4.4058 eV
frontier orbital gap: 9.602 eV
largest force on an atom: 4.976 eV/Å


Entry 2:
Formula: C14H16
Source: the OMol25 dataset
Level of theory: ωB97M-V/def2-TZVPD

XYZ file:
```
30
Properties=species:S:1:pos:R:3:forces:R:3:nbo_charge:R:1
C 0.3247 -3.5629 -0.0963 2.6 1.9 2.2 -0.3598
C -0.1621 -2.3870 -0.4778 -0.2 -1.7 0.7 -0.2387
C 0.0284 -1.0990 -0.0056 2.7 6.7 2.8 -0.0267
C 0.9885 -0.3950 0.9065 -2.4 -3.3 -3.2 0.0584
C 2.2524 -0.8807 1.6011 -0.5 -0.7 -3.4 -0.6581
C 0.7323 1.0335 0.9023 -0.5 -0.2 -0.9 -0.0057
C 1.3624 1.9868 1.7119 -2.0 1.2 -2.4 -0.2454
C 0.9864 3.3202 1.4556 0.8 1.1 1.2 -0.1988
C -0.0520 3.6336 0.5474 1.2 -0.9 0.6 -0.2142
C -0.6526 2.6676 -0.2566 2.6 -1.1 2.4 -0.2032
C -0.2144 1.3447 -0.1125 0.5 0.8 0.7 0.0002
C -0.7252 0.1127 -0.7684 -0.4 -1.9 0.3 -0.0913
C -0.4697 -0.0563 -2.2861 -2.1 -0.3 -2.3 -0.6085
C -2.2831 0.0548 -0.5311 1.5 0.3 2.1 -0.5934
H 0.3929 -4.3377 -0.7387 -1.0 -2.8 -1.9 0.1891
H 1.1229 -3.6596 0.6572 -0.6 0.3 0.1 0.1727
H -0.9219 -2.4890 -1.1924 -0.8 0.2 -1.5 0.2001
H 1.9773 -0.8299 2.5994 0.2 -0.5 2.3 0.2241
H 2.9238 -0.0116 1.3593 0.2 -1.5 0.4 0.2261
H 2.5620 -1.9574 1.2083 -0.4 2.5 1.1 0.2327
H 2.0917 1.6756 2.3866 1.1 -0.1 1.2 0.2136
H 1.5319 4.1875 2.0200 -1.2 -1.7 -1.1 0.2149
H -0.3643 4.6452 0.4643 -0.2 0.7 -0.1 0.2097
H -1.4018 3.0105 -0.8485 -2.1 0.4 -2.1 0.2086
H -1.1581 -0.9442 -2.7462 1.4 2.1 1.3 0.2052
H 0.5385 -0.3386 -2.6500 -0.3 0.5 0.7 0.2282
H -0.8372 0.8922 -2.8558 0.8 -1.6 1.0 0.2164
H -2.5084 -1.0179 -0.6773 -0.7 0.7 0.5 0.2121
H -2.7947 0.6668 -1.2671 -0.2 0.1 0.1 0.2077
H -2.4158 0.5095 0.5791 -0.3 -1.5 -2.6 0.2240
```
Forces are in eV/Å.

Calculated values
structure (SMILES): C=CC1=C(C)c2ccccc2C1(C)C
relative energy (zero: lowest compared OMol25 entry of this formula, charge and spin): 3.4004 eV
frontier orbital gap: 7.381 eV
largest force on an atom: 7.798 eV/Å


Entry 3:
Formula: C35H37FFeP2
Source: the OMol25 dataset
Level of theory: ωB97M-V/def2-TZVPD

XYZ file:
```
76
Properties=species:S:1:pos:R:3:forces:R:3:lowdin_spin:R:1
Fe 0.8672 -0.4350 -1.6428 -0.5 0.1 2.8 3.7072
C -2.3292 -0.0548 0.6303 0.2 0.2 -0.6 0.0009
C -2.4566 -0.3555 -0.6737 0.2 -0.5 1.2 0.0000
C -2.6751 0.5675 -1.8322 -0.3 0.5 -0.8 0.0008
C -1.4375 1.4026 -2.4311 -1.2 0.6 -0.1 0.0063
C -0.4416 2.1103 -1.4811 -0.3 0.2 -0.8 -0.0067
C -0.6612 2.3414 -0.1630 -0.4 -0.4 -0.2 0.0352
C -2.0547 2.5373 0.4192 -0.4 -1.1 -0.1 0.0041
C -2.5055 1.3044 1.2667 -0.1 0.1 0.4 0.0026
C 2.8294 -0.1173 -1.5241 0.1 0.1 0.2 0.0575
H -2.0267 -0.8352 1.3364 -0.5 0.1 -0.4 0.0005
H -2.4911 -1.4269 -0.9032 0.5 0.3 -0.1 -0.0002
H -3.4920 1.2772 -1.5619 0.5 -0.5 -0.5 0.0003
H -3.0480 -0.1053 -2.6522 0.2 1.0 0.4 0.0000
H -0.9048 0.7236 -3.1586 0.0 0.6 0.8 0.0075
H -1.8651 2.1888 -3.1081 0.1 -0.7 0.3 -0.0011
H 0.3538 2.6708 -2.0541 0.1 -1.6 1.0 0.0018
H 0.1503 2.2562 0.5661 0.1 1.2 -0.4 0.0006
H -2.7746 2.6935 -0.4169 0.6 0.1 0.7 0.0001
H -2.0652 3.4551 1.0643 0.2 -0.7 -0.6 0.0011
H -1.9820 1.3101 2.2453 -0.1 0.0 -0.6 0.0000
H -3.5866 1.3565 1.5261 0.5 0.3 -0.1 0.0002
H 3.1458 -0.4434 -0.4898 -0.4 0.1 -1.2 0.0109
H 2.7107 0.9947 -1.4793 0.8 -0.6 -0.4 0.0169
H 3.4479 -0.5447 -2.3403 -0.1 0.7 0.7 0.0230
P 0.0153 -2.1299 -9.1948 0.8 -1.0 0.6 0.0000
P 1.9142 0.4057 -9.4506 1.1 -0.6 0.3 0.0000
C -0.6283 -0.5839 -9.8259 0.3 1.4 0.6 0.0000
C 0.2332 0.4329 -10.0941 -1.0 -0.6 0.0 0.0000
C -0.7544 -3.3427 -10.3503 -0.2 -0.2 -0.3 0.0000
C -1.9271 -3.1064 -11.0841 -0.1 -0.7 -0.1 0.0000
C -2.4721 -4.1189 -11.8956 0.1 0.0 0.0 0.0000
C -1.8626 -5.3713 -12.0188 0.4 0.5 0.5 0.0000
C -0.6495 -5.5700 -11.3458 0.2 -0.2 0.0 0.0000
C -0.0798 -4.5713 -10.5496 -0.4 0.3 0.1 0.0000
C -0.9303 -2.2937 -7.6148 -0.1 0.3 -0.2 0.0000
C -0.5659 -1.4375 -6.5487 -0.4 -0.4 0.0 0.0003
C -1.2991 -1.4801 -5.3610 -0.2 -0.3 -0.2 0.0012
C -2.3685 -2.3756 -5.2331 0.0 -0.3 -0.2 0.0001
C -2.6830 -3.2601 -6.2700 0.1 0.1 -0.1 0.0000
C -1.9790 -3.2095 -7.4699 0.4 0.5 0.2 0.0001
C 2.6608 1.0527 -10.9810 0.4 0.5 -0.6 0.0000
C 2.6229 0.2586 -12.1493 0.0 0.5 0.0 0.0000
C 2.9819 0.8164 -13.3794 0.1 0.0 -0.2 0.0000
C 3.4358 2.1362 -13.4918 -0.1 -0.1 0.7 0.0000
C 3.5609 2.8711 -12.3141 0.1 0.2 0.2 0.0000
C 3.1840 2.3481 -11.0696 -0.1 -0.3 -0.5 0.0000
C 2.0398 1.8542 -8.2918 -0.2 -0.2 0.0 0.0000
C 3.1954 1.9224 -7.4782 -0.6 0.0 -0.5 0.0000
C 3.4282 3.0437 -6.6871 0.1 -0.1 0.1 0.0000
C 2.4943 4.0824 -6.6465 -0.1 -0.2 -0.4 0.0000
C 1.3054 3.9734 -7.3855 0.3 -0.2 0.3 0.0000
C 1.0633 2.8497 -8.1898 0.3 0.4 0.3 0.0000
H -1.7172 -0.4806 -9.7966 0.2 0.2 -1.0 0.0000
H 0.0188 1.2788 -10.7538 -0.7 0.1 0.5 0.0000
H -2.4319 -2.1402 -11.0345 0.1 -0.3 0.1 0.0000
H -3.3872 -3.9352 -12.4521 0.1 0.1 0.1 0.0000
H -2.3042 -6.1737 -12.6215 0.2 0.4 0.2 0.0000
H -0.1233 -6.5222 -11.4533 -0.2 0.3 0.0 0.0000
H 0.8975 -4.7231 -10.0695 -0.5 0.0 -0.2 0.0000
H 0.2655 -0.7332 -6.6410 -0.2 -0.3 -0.1 0.0001
H -1.0573 -0.8256 -4.5193 0.0 -0.2 -0.4 0.0020
H -2.9710 -2.4055 -4.3281 0.2 0.0 -0.1 0.0000
H -3.4812 -3.9960 -6.1852 0.1 0.3 0.2 0.0000
H -2.2315 -3.8416 -8.3217 0.0 0.0 0.4 0.0000
H 2.2828 -0.7818 -12.1041 0.1 0.4 0.0 0.0000
H 2.9293 0.2252 -14.2904 -0.1 -0.1 0.2 0.0000
H 3.6925 2.5856 -14.4584 -0.1 -0.3 0.4 0.0000
H 3.9602 3.8815 -12.3412 -0.1 -0.1 -0.1 0.0000
H 3.2561 2.9498 -10.1633 0.0 0.0 -0.4 0.0000
H 3.8869 1.0758 -7.4774 -0.1 0.3 -0.1 0.0000
H 4.3429 3.0864 -6.0842 -0.4 0.1 -0.2 0.0000
H 2.7083 4.9713 -6.0514 -0.2 -0.3 -0.1 0.0000
H 0.5646 4.7644 -7.3146 0.1 -0.1 -0.1 0.0000
H 0.1140 2.7587 -8.7249 0.4 0.1 0.1 0.0000
F 0.4262 -0.6195 0.2466 0.2 -0.1 -1.6 0.1267
```
Forces are in eV/Å.

Calculated values
relative energy (zero: lowest compared OMol25 entry of this formula, charge and spin): 1.2373 eV
2S+1: 5
frontier orbital gap (spin up / spin down): 7.605 / 7.193 eV
largest force on an atom: 2.885 eV/Å


Entry 4:
Formula: C4H8O2
Source: the OMol25 dataset
Level of theory: ωB97M-V/def2-TZVPD

XYZ file:
```
14
Properties=species:S:1:pos:R:3:forces:R:3:nbo_charge:R:1
C -0.9338 0.7815 0.2582 0.2 0.2 -0.1 -0.2841
C 0.2286 0.3356 -0.2282 0.0 0.3 0.0 -0.1722
C 1.4949 0.1998 0.5704 0.1 0.0 0.1 -0.6526
C 0.2765 0.0130 -1.6737 0.2 0.0 -0.2 0.3984
O 1.2810 -0.3121 -2.2656 -0.4 0.1 0.2 -0.5201
H -1.0517 1.0745 1.2986 0.1 0.0 -0.2 0.2025
H -1.8266 0.8453 -0.3584 0.2 0.0 0.0 0.2132
H 2.1789 -0.5166 0.1067 -0.1 0.1 0.0 0.2426
H 1.2993 -0.1141 1.6016 0.0 0.1 -0.2 0.2141
H 2.0022 1.1681 0.6043 0.1 -0.1 0.0 0.2317
H -0.6986 0.1048 -2.1977 0.1 0.0 0.0 0.1131
O -1.8694 -1.5719 0.9826 0.1 -0.4 0.3 -0.9253
H -1.0584 -1.4556 0.4691 -0.3 -0.1 0.1 0.4745
H -1.5899 -1.3471 1.8787 -0.1 -0.1 -0.1 0.4641
```
Forces are in eV/Å.

Calculated values
structure (SMILES): C=C(C)C=O.O
relative energy (zero: lowest compared OMol25 entry of this formula, charge and spin): 1.6881 eV
frontier orbital gap: 10.297 eV
largest force on an atom: 0.442 eV/Å